C8H10N3O | ωB97M-V/def2-TZVPD

XYZ file:
```
22
Properties=species:S:1:pos:R:3:nbo_charge:R:1
C -1.659 -2.132 -0.519 -0.08
C -0.907 -1.333 -1.266 -0.05
C -0.719 -0.561 0.744 0.09
C 0.613 0.538 -0.926 0.03
C 0.858 1.322 2.301 1.02
C 1.375 1.353 -0.189 0.12
C 2.468 2.343 -0.713 -0.64
C -2.007 -2.042 2.107 -0.40
N -1.537 -1.617 0.795 -0.37
N -0.293 -0.381 -0.555 -0.42
N 1.506 1.517 1.233 -0.62
O 0.394 1.436 3.323 -0.29
H -2.217 -2.959 -0.917 0.25
H -0.702 -1.479 -2.303 0.23
H 0.681 0.826 -2.001 0.25
H 2.320 2.850 -1.691 0.27
H 3.254 1.613 -0.677 0.23
H 2.627 3.160 -0.023 0.23
H -2.242 -1.090 2.711 0.24
H -2.782 -2.718 1.858 0.22
H -1.169 -2.582 2.645 0.22
H 2.487 1.737 1.449 0.46
```

F_max   3.76 eV/A
ΔE to the lowest compared entry with this formula, charge and spin   90.8 kcal per mole
Total energy   -14965.3665 eV
Net charge   +1
E_HOMO   -12.495 eV
Frontier orbital gap   8.5 eV
Molecular weight   164.2 g mol⁻¹
LUMO level   -3.947 eV


C8H10N3OS | ωB97M-V/def2-TZVPD

XYZ file:
```
23
Properties=species:S:1:pos:R:3:nbo_charge:R:1
C -1.005 -0.936 -2.078 0.07
C -0.956 -1.010 -0.660 -0.09
C 0.569 0.839 -1.743 0.41
C 0.130 -0.316 1.153 0.15
C -0.243 -1.635 1.569 -0.14
C -0.343 2.925 -2.620 0.55
C 1.015 0.417 2.044 -0.64
C 0.057 -2.205 2.962 -0.67
N -0.354 -0.077 -0.010 -0.34
N -0.189 0.021 -2.546 -0.51
N 0.517 2.174 -1.707 -0.63
O -1.071 2.307 -3.272 -0.51
S -1.176 -2.373 0.336 0.56
H -1.536 -1.708 -2.692 0.26
H -0.292 3.982 -2.583 0.16
H 0.757 0.292 3.072 0.24
H 0.925 1.432 1.684 0.23
H 2.002 0.106 1.849 0.24
H -0.599 -3.105 3.221 0.25
H 0.033 -1.448 3.788 0.25
H 1.075 -2.536 2.975 0.25
H -0.470 0.134 -3.557 0.48
H 1.153 2.718 -1.186 0.42
```

F_max   6.06 eV/A
ΔE to the lowest compared entry with this formula, charge and spin   64.9 kcal per mole
Total energy   -25801.2723 eV
Net charge   +1
E_HOMO (alpha / beta)   -11.814 / -11.812 eV
Frontier orbital gap (alpha / beta)   7.4 / 7.3 eV
Molecular weight   196.3 g mol⁻¹
LUMO level (alpha / beta)   -4.462 / -4.462 eV


C8H10N3PdSbSe5 | ωB97M-V/def2-TZVPD

XYZ file:
```
28
Properties=species:S:1:pos:R:3:nbo_charge:R:1
Pd -1.031 0.642 0.836 0.36
Se 3.181 0.010 3.896 -0.80
Sb 2.153 1.402 2.218 1.06
Se 1.208 0.120 0.244 -0.45
Se -0.258 2.003 2.670 -0.68
Se 3.437 3.329 1.473 -0.85
C 0.274 3.517 -1.141 -0.41
N -0.586 4.311 -0.271 -0.47
C 0.027 5.161 0.741 -0.40
C -1.893 4.208 -0.354 0.48
N -3.048 4.131 -0.436 -0.50
H 0.672 4.131 -1.957 0.17
H -0.291 2.681 -1.546 0.23
H 1.103 3.119 -0.556 0.25
H 0.409 6.085 0.291 0.17
H 0.851 4.623 1.209 0.26
H -0.711 5.404 1.501 0.21
Se -1.960 -0.751 -0.982 -0.26
C -3.736 -0.451 -0.355 -0.15
C -4.210 0.828 -0.047 -0.31
C -5.513 0.973 0.408 0.03
N -6.380 -0.030 0.565 -0.47
C -5.916 -1.247 0.268 0.02
C -4.633 -1.508 -0.176 -0.30
H -3.588 1.710 -0.161 0.25
H -5.877 1.967 0.648 0.18
H -6.616 -2.068 0.402 0.17
H -4.321 -2.525 -0.374 0.21
```

F_max   0.18 eV/A
ΔE to the lowest compared entry with this formula, charge and spin   6.4 kcal per mole
Total energy   -349681.7091 eV
Net charge   -2
E_HOMO   -1.850 eV
Frontier orbital gap   6.2 eV
Molecular weight   771.2 g mol⁻¹
LUMO level   4.326 eV


C8H10N3S | ωB97M-V/def2-TZVPD

XYZ file:
```
22
Properties=species:S:1:pos:R:3:nbo_charge:R:1
C -0.690 2.028 -2.737 -0.05
C -1.748 1.559 -1.893 -0.23
C 0.616 1.650 -2.604 -0.24
C -1.497 0.525 -0.991 -0.18
C 0.926 0.732 -1.596 0.16
C -0.145 0.127 -0.857 0.11
C -0.843 -1.161 1.141 -0.45
C 2.286 -1.098 1.783 -0.82
N 2.194 0.289 -1.451 -0.20
N 2.734 -0.646 -0.969 -0.15
N 0.070 -0.772 0.139 -0.39
S 1.593 -1.632 0.232 0.91
H -0.835 2.882 -3.475 0.25
H -2.664 2.014 -2.187 0.25
H 1.526 1.891 -3.182 0.27
H -2.306 0.212 -0.463 0.24
H -1.223 -0.381 1.800 0.24
H -1.693 -1.499 0.665 0.23
H -0.611 -2.022 1.606 0.24
H 2.431 -0.115 1.872 0.25
H 3.396 -1.450 1.925 0.30
H 1.886 -1.535 2.672 0.26
```

F_max   5.03 eV/A
ΔE to the lowest compared entry with this formula, charge and spin   52.7 kcal per mole
Total energy   -23750.5443 eV
Net charge   +1
E_HOMO (alpha / beta)   -10.233 / -12.967 eV
Frontier orbital gap (alpha / beta)   7.0 / 5.9 eV
Molecular weight   180.3 g mol⁻¹
LUMO level (alpha / beta)   -3.263 / -7.026 eV
Spin multiplicity   3


Q: What is the total energy in the second record?
A: -25801.2723 eV